Entry 1:
96
Properties=species:S:1:pos:R:3:forces:R:3 method="wB97M-V/def2-TZVPD" total_charge=-1 spin_multiplicity=7 molar_mass_da=887.70 max_force_ha_per_bohr=0.035 orbital_gap_ev="7.60 / 7.58" e_above_lowest_kcal_mol=0.0 e_lumo_ev="2.43 / 2.43" e_homo_ev="-5.2 / -5.2"
Tb -0.561 0.411 -1.112 0.335 -0.001 0.202
O 3.860 3.175 0.633 -0.028 0.037 0.039
C 4.199 2.844 -0.624 -0.044 0.056 -0.106
C 5.553 2.845 -0.957 0.092 0.002 0.037
C 5.963 2.547 -2.243 -0.055 -0.019 0.061
C 5.029 2.234 -3.225 0.038 -0.008 -0.104
C 3.687 2.200 -2.895 0.002 -0.063 0.018
C 3.251 2.498 -1.606 -0.039 -0.083 -0.027
C 1.803 2.371 -1.302 0.015 0.394 0.394
O 1.032 1.789 -2.124 -0.190 -0.411 0.207
N 1.405 2.915 -0.161 0.449 0.128 -0.018
N 0.083 2.669 0.118 0.145 -0.358 -0.204
C -0.427 3.433 1.004 -0.042 0.021 -0.026
C -1.800 3.350 1.464 -0.264 -0.099 0.065
C -2.250 4.256 2.426 0.082 0.060 -0.048
C -3.567 4.274 2.847 -0.099 0.050 0.096
C -4.470 3.377 2.284 0.090 -0.031 -0.024
C -4.045 2.456 1.346 -0.201 -0.090 0.006
C -2.706 2.397 0.944 0.361 -0.017 -0.084
O -2.300 1.490 0.082 0.064 -0.050 0.881
H 2.862 3.201 0.649 0.019 -0.075 0.000
H 6.270 3.085 -0.181 -0.025 0.019 -0.001
H 7.021 2.551 -2.479 0.001 0.017 -0.012
H 5.348 2.006 -4.233 -0.011 -0.023 0.011
H 2.943 1.924 -3.630 0.006 -0.008 0.011
H 0.185 4.232 1.430 0.072 -0.045 -0.011
H -1.543 4.973 2.830 0.003 -0.007 0.002
H -3.902 4.989 3.587 0.049 0.012 -0.007
H -5.512 3.400 2.581 -0.006 -0.010 -0.001
H -4.741 1.753 0.905 0.025 -0.020 0.007
C -2.795 -1.367 -3.809 -0.030 -0.132 0.022
N -2.117 -2.551 -3.338 0.122 -0.018 0.009
C -1.295 -3.305 -4.260 -0.025 0.005 0.005
C -0.752 -4.421 -3.370 -0.014 -0.017 -0.002
N -0.999 -3.954 -2.009 0.113 0.112 -0.237
C -1.109 -5.001 -1.017 0.027 0.031 0.124
C -1.742 -2.776 -2.042 0.100 -0.064 -0.130
N -2.037 -1.966 -1.083 -0.035 0.413 0.252
C -1.872 -2.411 0.301 -0.039 0.015 0.013
C -2.411 -1.385 1.304 0.129 -0.153 -0.026
N -1.352 -0.526 1.790 0.168 0.179 0.060
C -1.476 0.126 2.886 -0.069 -0.380 -0.005
N -2.588 0.368 3.677 -0.027 0.229 0.078
C -3.934 -0.130 3.581 0.035 -0.002 -0.065
C -2.252 1.095 4.882 0.016 -0.078 0.042
C -0.823 1.559 4.622 0.009 -0.062 -0.078
N -0.400 0.683 3.554 -0.035 0.216 -0.020
C 0.900 0.899 2.970 -0.064 -0.071 0.003
H -2.213 -0.876 -4.589 0.041 0.036 0.042
H -2.946 -0.674 -2.987 -0.033 -0.001 0.001
H -3.767 -1.642 -4.229 -0.016 0.039 0.014
H -0.493 -2.679 -4.664 -0.005 -0.019 0.036
H -1.898 -3.687 -5.087 0.025 -0.005 -0.014
H 0.318 -4.572 -3.522 -0.021 -0.054 -0.012
H -1.265 -5.373 -3.553 -0.068 0.021 0.027
H -0.402 -5.785 -1.287 0.030 0.009 -0.005
H -2.111 -5.450 -0.990 0.008 0.007 -0.012
H -0.848 -4.656 -0.022 0.001 -0.028 -0.052
H -0.818 -2.598 0.540 -0.050 -0.003 0.055
H -2.451 -3.326 0.458 0.061 -0.035 -0.001
H -2.850 -1.956 2.132 -0.035 0.018 -0.072
H -3.208 -0.823 0.801 -0.029 -0.026 0.009
H -4.172 -0.433 2.570 -0.056 0.059 0.091
H -4.623 0.671 3.860 -0.017 0.030 0.007
H -4.101 -0.976 4.262 -0.032 -0.011 -0.038
H -2.316 0.443 5.766 0.013 0.004 -0.012
H -2.942 1.931 5.024 -0.005 0.004 0.014
H -0.176 1.432 5.493 -0.010 0.053 0.016
H -0.788 2.613 4.315 -0.025 0.008 -0.019
H 1.009 1.917 2.584 0.003 0.028 -0.021
H 1.663 0.746 3.739 0.032 -0.044 -0.034
H 1.053 0.199 2.154 0.040 -0.067 -0.077
O -3.798 2.212 -1.741 0.163 -0.418 0.009
C -2.954 1.434 -1.607 -1.036 0.556 -1.363
F -0.853 0.952 -5.780 -0.012 -0.040 0.032
C -0.154 1.166 -4.637 -0.128 -0.281 0.074
F -1.075 1.572 -3.718 0.147 0.101 -0.331
F 0.660 2.190 -4.882 0.071 -0.077 0.036
C 0.550 -0.187 -4.195 -0.286 0.798 -0.454
O 1.390 -0.608 -4.968 0.006 -0.115 0.173
O 0.046 -0.678 -3.149 -0.094 -0.127 0.569
C 3.914 -1.356 2.140 -0.047 0.017 -0.048
C 3.369 -2.099 0.911 0.028 -0.060 0.005
C 4.482 -2.203 -0.141 -0.046 0.026 0.007
C 2.908 -3.504 1.329 0.017 0.032 -0.021
C 2.216 -1.377 0.350 0.106 -0.055 0.073
C 1.238 -0.802 -0.094 0.005 0.058 -0.130
H 4.797 -1.870 2.529 0.004 -0.008 0.009
H 3.160 -1.314 2.928 -0.011 0.019 0.005
H 4.191 -0.335 1.873 -0.007 0.003 0.021
H 5.326 -2.776 0.254 0.011 -0.003 -0.001
H 4.830 -1.206 -0.414 0.013 -0.013 -0.032
H 4.112 -2.690 -1.044 0.002 0.001 0.004
H 3.722 -4.052 1.814 0.015 0.000 -0.019
H 2.576 -4.065 0.454 -0.007 -0.009 0.013
H 2.070 -3.428 2.023 0.012 -0.027 0.014

***

Entry 2:
92
Properties=species:S:1:pos:R:3:forces:R:3 method="wB97M-V/def2-TZVPD" total_charge=+1 spin_multiplicity=5 molar_mass_da=908.97 max_force_ha_per_bohr=0.037 orbital_gap_ev="7.96 / 7.28" e_lumo_ev="-1.93 / -2.64" e_homo_ev="-9.9 / -9.9"
Fe 0.109 0.159 0.319 0.797 0.938 -1.438
C 0.863 0.166 4.505 0.240 0.087 -0.310
As -0.218 -0.160 2.884 -0.649 -0.243 1.239
C -1.882 0.657 3.567 0.143 0.078 -0.203
C -0.700 -2.047 3.192 0.129 0.158 -0.286
C -0.862 -2.507 4.493 0.068 0.195 0.152
C -1.266 -3.804 4.752 0.028 0.032 -0.039
C -1.479 -4.673 3.696 0.005 -0.019 0.004
C -1.300 -4.236 2.393 -0.036 0.014 -0.257
C -0.926 -2.922 2.124 0.186 0.222 -0.178
As -0.794 -2.216 0.286 -1.100 -1.143 0.443
C -1.043 -3.850 -0.807 0.363 0.203 0.003
C -2.683 -1.630 0.182 0.162 0.112 -0.068
H 0.253 0.100 5.407 -0.080 -0.063 -0.217
H 1.303 1.163 4.466 -0.061 -0.063 -0.112
H 1.672 -0.564 4.559 -0.067 0.042 -0.043
H -2.160 0.235 4.534 0.153 -0.095 -0.081
H -2.699 0.503 2.864 0.030 -0.026 -0.061
H -1.728 1.731 3.683 0.017 -0.018 -0.050
H -0.656 -1.846 5.326 -0.099 -0.012 0.026
H -1.410 -4.129 5.772 0.033 -0.058 0.046
H -1.778 -5.692 3.888 -0.038 -0.107 -0.021
H -1.470 -4.928 1.577 0.012 -0.004 0.036
H -2.034 -4.282 -0.646 0.106 0.185 0.136
H -0.280 -4.592 -0.568 -0.017 0.102 0.032
H -0.943 -3.596 -1.864 0.012 0.113 0.120
H -3.330 -2.246 0.808 0.156 0.028 0.013
H -3.004 -1.729 -0.854 0.046 0.056 -0.045
H -2.766 -0.581 0.480 -0.138 -0.061 0.006
C -1.370 -0.465 -3.538 0.064 -0.004 0.002
C 0.094 -0.274 -3.290 0.108 -0.115 -0.580
C 1.004 -0.277 -4.340 -0.124 -0.096 0.103
C 2.349 -0.064 -4.060 -0.123 0.091 0.144
C 2.743 0.189 -2.767 -0.157 -0.039 0.045
C 1.767 0.214 -1.755 -0.066 -0.115 -0.643
N 0.470 -0.061 -2.035 0.047 0.297 0.476
N 1.993 0.503 -0.463 -0.583 -0.198 1.298
Si 3.062 1.746 0.090 0.092 0.542 0.277
C 2.536 3.347 -0.815 0.328 -0.671 0.455
C 2.628 1.832 1.943 0.242 0.123 -0.650
C 4.942 1.488 -0.109 -0.843 0.000 0.020
H -1.545 -1.245 -4.274 -0.086 -0.061 -0.042
H -1.797 0.460 -3.926 -0.106 0.040 -0.009
H -1.868 -0.718 -2.604 -0.112 -0.036 0.023
H 0.672 -0.455 -5.351 -0.084 -0.023 -0.066
H 3.078 -0.086 -4.855 0.080 -0.005 -0.085
H 3.774 0.354 -2.503 0.168 0.022 -0.014
H 1.454 3.428 -0.862 -0.220 -0.033 0.054
H 2.907 3.343 -1.834 0.096 -0.014 -0.245
H 2.922 4.234 -0.328 0.139 0.249 0.124
H 1.564 2.029 2.075 -0.046 0.083 0.008
H 3.181 2.613 2.451 0.144 0.220 0.148
H 2.859 0.888 2.431 0.054 -0.186 0.053
H 5.251 1.577 -1.146 0.035 0.018 -0.188
H 5.266 0.518 0.256 0.001 -0.188 0.077
H 5.480 2.248 0.451 0.045 0.177 0.122
Cl -4.723 4.485 5.563 0.006 0.009 0.163
C -4.914 4.159 3.883 0.008 -0.047 -0.436
C -4.643 2.894 3.382 -0.054 0.129 0.116
C -4.784 2.653 2.028 -0.060 0.075 -0.045
C -5.189 3.651 1.151 -0.189 0.019 -0.129
C -5.275 3.394 -0.340 0.113 0.373 -0.157
C -4.028 4.012 -1.034 -0.945 -0.136 -0.147
N -2.834 3.444 -0.478 0.434 -0.358 -0.020
C -2.068 3.994 0.504 0.528 -0.031 0.392
C -1.150 3.048 0.852 -0.043 0.441 0.240
N -1.352 1.923 0.103 0.458 -0.770 0.121
C -2.372 2.199 -0.682 0.002 -0.406 -0.202
O -5.326 2.013 -0.604 0.150 -0.033 0.257
C -6.294 1.569 -1.550 -0.239 -0.159 -0.247
C -6.781 0.216 -1.129 -0.315 0.289 0.109
C -8.061 -0.087 -0.758 0.243 -0.404 -0.025
Cl -9.414 0.952 -0.809 -0.152 0.114 0.066
S -8.233 -1.732 -0.241 0.249 0.494 -0.201
C -6.560 -2.010 -0.519 -0.271 0.035 0.121
C -5.929 -0.908 -0.989 -0.044 -0.115 0.027
C -5.469 4.911 1.680 0.130 -0.312 0.191
Cl -6.010 6.197 0.654 -0.043 0.136 -0.092
C -5.333 5.173 3.034 0.001 0.003 0.079
H -4.336 2.112 4.058 0.024 -0.093 0.050
H -4.598 1.668 1.627 0.027 -0.100 -0.029
H -6.166 3.894 -0.742 0.126 -0.039 0.028
H -4.024 5.090 -0.878 0.105 -0.046 -0.072
H -4.075 3.803 -2.105 0.056 0.053 0.045
H -2.230 4.990 0.862 -0.049 0.230 0.080
H -0.357 3.105 1.574 0.057 0.109 0.092
H -2.792 1.522 -1.397 -0.154 -0.092 -0.206
H -5.842 1.504 -2.553 -0.051 0.111 0.175
H -7.135 2.267 -1.590 0.063 -0.028 -0.044
H -6.145 -2.971 -0.292 0.112 -0.225 -0.037
H -4.886 -0.869 -1.234 0.239 -0.020 -0.032
H -5.557 6.154 3.423 -0.017 0.062 0.018

***

Calculated total energy values (in a.u.) by entry order: -3373.22610; -9457.76173.